Molecular formula: C3H5N4O3
Method: DFT, ωB97M-V/def2-TZVPD

```
! wB97M-V def2-TZVPD RIJCOSX def2/J DEFGRID3
* xyz -1 1
N 1.20 -1.90 -0.12
C 0.19 -0.90 -0.01
C -1.28 -1.10 0.26
O -1.91 -2.23 0.32
C -1.71 0.23 0.25
O -2.77 0.89 0.14
N -0.48 1.10 0.31
O -0.81 2.33 -0.28
N 0.52 0.42 -0.42
N 1.80 0.87 0.02
H 2.12 -1.50 -0.42
H 1.08 -2.66 -0.77
H -1.81 2.06 -0.36
H 2.20 0.44 0.93
H 1.68 1.94 0.15
*
```

Values from the calculation:
- Maximum force: 4.6 eV/Å
- Gap between HOMO and LUMO: 6.5 eV

Atomic partial charges in e from the Mulliken method, atoms 1 to 8: -0.53, 0.07, 0.31, -0.90, 0.33, -0.73, -0.19, -0.46

***

Molecular formula: C3H5N4P
Method: DFT, ωB97M-V/def2-TZVPD

```
! wB97M-V def2-TZVPD RIJCOSX def2/J DEFGRID3
* xyz 0 1
C -2.27 0.86 0.29
C -0.17 -0.23 -1.39
C 0.65 -0.93 -0.61
N -2.29 -0.40 0.45
N -1.60 -1.31 0.32
N 1.18 -0.29 0.46
N 0.49 0.88 0.77
P -0.70 1.31 -0.59
H -3.11 1.60 0.61
H 1.21 -1.89 -0.83
H -0.47 -0.72 -2.39
H 1.59 -0.84 1.20
H 1.12 1.57 1.00
*
```

Values from the calculation:
- Maximum force: 4.2 eV/Å
- Gap between HOMO and LUMO (alpha / beta): 8.5 / 8.5 eV

Atomic partial charges in e from the Mulliken method, atoms 1 to 8: -0.17, -0.42, -0.15, 0.36, -0.51, -0.05, -0.43, -0.01

***

Molecular formula: C3H5N5
Method: DFT, ωB97M-V/def2-TZVPD

```
! wB97M-V def2-TZVPD RIJCOSX def2/J DEFGRID3
* xyz 0 1
C -1.08 -0.21 -0.09
C -1.09 1.22 -0.21
C 1.22 -0.26 -0.05
H -3.12 -0.54 0.36
H -2.39 -2.25 0.90
H -2.00 1.78 0.03
H 3.15 -0.53 0.09
H 0.08 -2.02 -0.05
N -2.18 -0.86 0.05
N 0.07 1.77 0.05
N 1.33 1.10 0.23
N 2.24 -1.14 0.00
N -0.05 -1.00 -0.20
*
```

Values from the calculation:
- Maximum force: 10.0 eV/Å
- Gap between HOMO and LUMO: 5.8 eV

Atomic partial charges in e from the Mulliken method, atoms 1 to 8: 0.70, -0.40, 0.33, 0.31, 0.32, 0.30, 0.27, 0.36